Below is an isolated molecule of C4H8O at a distorted geometry, with properties calculated with ωB97M-V/def2-TZVPD.

Results
Gap between HOMO and LUMO: 10.9 eV
F_max: 0.0521 Eh/bohr
E_HOMO: -0.367 hartree
Energy: -6323.983 eV

```
! RIJCOSX wB97M-V def2-TZVPD def2/J DEFGRID3
* xyz 0 1
C -1.76 0.09 0.28
C -0.49 -0.36 -0.46
C 0.74 -0.06 0.41
C 2.07 0.06 -0.25
O 2.25 1.14 -0.79
H -1.71 1.15 0.53
H -1.89 -0.47 1.21
H -2.65 -0.08 -0.34
H -0.58 -1.41 -0.74
H -0.38 0.22 -1.38
H 0.77 1.07 0.39
H 0.73 -0.70 1.32
H 2.89 -0.66 -0.18
*
```

Which charges does natural (NBO) predict for the atoms? In e, they are:
1. C -0.60
2. C -0.38
3. C -0.54
4. C 0.43
5. O -0.54
6. H 0.21
7. H 0.20
8. H 0.21
9. H 0.20
10. H 0.21
11. H 0.27
12. H 0.22
13. H 0.13